Entry 1:
{
  "formula": "C3H8N2S",
  "method": "the ωB97M-V functional and the def2-TZVPD basis",
  "symbols": ["C", "C", "C", "H", "H", "H", "H", "H", "H", "H", "H", "N", "N", "S"],
  "xyz": [[-1.408058, -0.557865, -0.901167], [0.520783, 1.704424, -0.037721], [1.592834, -1.026889, 0.597698], [-1.264730, 0.468797, -1.573425], [-2.522296, -0.828462, -0.770370], [-0.470941, -1.187923, -1.140443], [-1.959490, -0.118403, 1.362556], [0.755213, 2.724264, 0.061922], [1.741382, -0.355541, 1.484171], [2.693541, -1.564212, 0.110779], [0.573825, -1.382837, 0.514035], [-1.163498, 0.175329, 0.427074], [-0.675450, 1.382605, 0.424171], [1.586879, 0.566719, -0.559284]],
  "atomic_forces_ev_per_a": [[0.8, 4.3, 0.7], [-4.4, -1.6, 1.7], [3.0, 2.8, -1.6], [-0.9, -3.1, 0.7], [2.2, -0.5, -1.1], [-2.2, 0.2, 0.1], [3.0, 1.8, -4.2], [0.5, 1.1, -0.1], [0.2, -1.8, -0.1], [-4.0, 1.4, 1.8], [0.4, -0.9, 0.2], [-2.9, -4.4, 2.7], [1.1, 3.3, 1.1], [3.1, -2.5, -2.1]],
  "total_energy_ha": -626.59967,
  "lumo_ha": 0.0196,
  "smiles": "CN/N=C\\SC",
  "homo_lumo_gap_ev": 8.08,
  "max_force_ev_per_a": 5.9,
  "e_above_lowest_ev": 6.085,
  "homo_ev": -7.54,
  "charge": 0
}

Entry 2:
{
  "formula": "C3H8N2S",
  "method": "the ωB97M-V functional and the def2-TZVPD basis",
  "symbols": ["C", "C", "C", "H", "H", "H", "H", "H", "H", "H", "H", "N", "N", "S"],
  "xyz": [[-1.167003, 0.587038, 0.345327], [-0.944359, -0.590925, -0.511004], [0.398208, -1.331066, -0.346331], [-0.337360, -0.329782, 2.057999], [-1.041210, 1.210679, 2.265004], [-1.891137, 2.289720, 0.574294], [-1.731732, -1.333910, -0.552886], [-0.974009, -0.216661, -1.551899], [0.516564, -2.048442, -1.138248], [0.522507, -1.882451, 0.596338], [2.785103, -1.135559, -0.357974], [-0.955095, 0.393831, 1.708805], [-1.548290, 1.691873, -0.135685], [1.872118, -0.196487, -0.614526]],
  "atomic_forces_ev_per_a": [[0.3, 0.0, 1.8], [1.5, -0.4, -2.2], [0.6, 0.4, 0.1], [-0.3, 0.3, -0.3], [0.2, 0.4, 0.5], [0.1, 1.2, 1.0], [-0.4, 0.0, 0.8], [0.2, 0.1, 0.4], [-0.3, -0.4, -0.3], [-0.1, 0.4, -0.1], [0.1, -0.1, 0.0], [-0.3, -0.8, -0.5], [-0.6, -0.8, -1.6], [-0.9, -0.2, 0.3]],
  "total_energy_ha": -626.79221,
  "lumo_ha": 0.0267,
  "smiles": "[H]/N=C(\\N)CCS",
  "homo_lumo_gap_ev": 9.84,
  "max_force_ev_per_a": 2.7,
  "e_above_lowest_ev": 0.846,
  "homo_ev": -9.11,
  "charge": 0
}

Entry 3:
{
  "formula": "C3H8N2S",
  "method": "the ωB97M-V functional and the def2-TZVPD basis",
  "symbols": ["C", "C", "C", "H", "H", "H", "H", "H", "H", "H", "H", "N", "N", "S"],
  "xyz": [[-2.357817, 1.218806, 0.018800], [-2.276478, -0.289607, -0.284198], [1.076384, -0.009424, 0.460826], [-2.533530, 1.464161, 1.075827], [-3.146193, 1.669414, -0.553581], [-1.414653, 1.668623, -0.263877], [-3.148910, -0.832645, 0.004276], [-2.158241, -0.477689, -1.363633], [-1.096511, -0.980763, 1.319637], [0.300897, -1.219509, -1.080199], [0.819262, 0.201687, 1.496322], [-1.136429, -1.035340, 0.300987], [0.091625, -0.652866, -0.235046], [2.564936, 0.300344, -0.141808]],
  "atomic_forces_ev_per_a": [[0.4, -0.8, 0.4], [1.1, 0.2, -0.2], [-0.4, -1.0, -1.2], [0.0, -0.3, -0.2], [-0.4, 0.3, -0.3], [0.2, 0.3, -0.1], [-0.7, -0.2, 0.4], [-0.2, 0.4, 0.2], [-0.1, 0.0, -0.4], [0.3, 1.0, 0.9], [-0.3, 0.3, -0.1], [-0.7, 0.1, 0.6], [0.9, -0.1, -0.2], [-0.1, 0.0, 0.1]],
  "total_energy_ha": -626.75438,
  "lumo_ha": 0.0253,
  "smiles": "CCNNC=S",
  "homo_lumo_gap_ev": 9.12,
  "max_force_ev_per_a": 1.6,
  "e_above_lowest_ev": 1.875,
  "homo_ev": -8.44,
  "charge": 0
}

Entry 4:
{
  "formula": "C3H8N2S",
  "method": "the ωB97M-V functional and the def2-TZVPD basis",
  "symbols": ["C", "C", "C", "H", "H", "H", "H", "H", "H", "H", "H", "N", "N", "S"],
  "xyz": [[2.247600, 0.137057, -0.086333], [-0.169455, 0.276050, -0.115089], [-1.459360, -0.720468, -0.017919], [2.617323, 0.082428, -1.093660], [2.250134, 1.165040, 0.251637], [2.979722, -0.480217, 0.454049], [0.808866, -1.414842, -0.211376], [-1.171843, 1.734635, -0.338082], [-1.409523, -1.366995, -0.920033], [-1.392606, -1.317278, 0.941461], [-2.992733, 0.688925, 1.137595], [0.916851, -0.479897, 0.111701], [-0.214346, 1.545959, 0.006522], [-3.010628, 0.149609, -0.120478]],
  "atomic_forces_ev_per_a": [[0.2, -1.3, 0.8], [-2.2, -0.8, 2.1], [1.4, 0.6, -0.4], [-0.3, 0.2, -0.9], [-0.1, 0.0, 0.1], [-0.2, 0.4, 0.3], [0.3, -0.6, -0.1], [0.3, 0.7, 0.8], [-0.2, 0.0, 0.7], [0.1, 0.6, -1.3], [0.0, -0.3, -0.7], [1.9, 0.8, -0.5], [-0.7, -0.7, -1.7], [-0.5, 0.3, 0.6]],
  "total_energy_ha": -626.77688,
  "lumo_ha": 0.0267,
  "smiles": "[H]/N=C(\\CS)NC",
  "homo_lumo_gap_ev": 9.73,
  "max_force_ev_per_a": 3.2,
  "e_above_lowest_ev": 1.263,
  "homo_ev": -9.00,
  "charge": 0
}

Entry 5:
{
  "formula": "C3H8N2S",
  "method": "the ωB97M-V functional and the def2-TZVPD basis",
  "symbols": ["C", "C", "C", "H", "H", "H", "H", "H", "H", "H", "H", "N", "N", "S"],
  "xyz": [[0.198003, 1.594825, -0.412543], [-0.679299, 0.310175, -0.406869], [0.324508, -0.748676, -0.901568], [-0.334257, 2.493665, -0.253706], [0.623468, 1.599355, -1.435293], [1.053148, 1.555944, 0.281047], [-1.437361, 0.393276, -1.177658], [-0.695272, 0.285182, 1.699480], [-1.754028, -0.841757, 0.897296], [0.464754, -0.741826, -1.984580], [1.709723, -2.731169, 1.658410], [-1.352702, 0.105256, 0.869319], [0.892998, -1.660825, -0.277896], [0.986316, -1.613425, 1.444562]],
  "atomic_forces_ev_per_a": [[0.5, -1.2, -1.0], [1.6, 0.8, 0.7], [-2.1, 0.6, -0.3], [-0.7, 0.9, 0.2], [0.0, 0.5, 0.5], [-0.4, -0.3, -0.1], [-0.2, 0.1, -0.2], [-1.5, -0.7, -1.8], [0.4, 0.7, 0.4], [-0.1, -0.2, -0.1], [0.0, 0.1, -0.5], [1.1, 0.0, 0.9], [1.8, -1.1, 1.2], [-0.4, -0.2, 0.0]],
  "total_energy_ha": -626.75431,
  "lumo_ha": 0.0283,
  "smiles": "C[C@H](N)/C=N\\S",
  "homo_lumo_gap_ev": 9.44,
  "max_force_ev_per_a": 2.4,
  "e_above_lowest_ev": 1.877,
  "homo_ev": -8.67,
  "charge": 0
}

Entry 6:
{
  "formula": "C3H8N2S",
  "method": "the ωB97M-V functional and the def2-TZVPD basis",
  "symbols": ["C", "C", "C", "H", "H", "H", "H", "H", "H", "H", "H", "N", "N", "S"],
  "xyz": [[2.046443, -0.790461, 0.162884], [1.102767, 0.179570, -0.500775], [-1.019576, 0.862006, -0.034273], [3.114173, -0.541160, 0.021162], [1.899650, -1.809325, -0.226778], [1.981925, -0.866436, 1.254829], [1.436688, 0.042849, -1.484869], [1.385629, 1.213018, -0.236431], [-0.635139, 1.874289, 0.179350], [-2.887481, 1.365188, 0.642659], [-2.580203, -1.414306, 0.795313], [-0.294897, -0.099406, -0.349264], [-2.409105, 0.761329, 0.015141], [-3.140877, -0.777151, -0.238942]],
  "atomic_forces_ev_per_a": [[0.7, -1.1, 1.3], [1.0, 0.4, 1.0], [-1.0, 0.8, 0.2], [-0.5, 0.2, -0.4], [0.0, 0.3, 0.1], [-0.5, 0.1, -0.1], [-0.3, 0.2, -2.0], [-0.2, -0.1, 0.1], [-0.2, -0.2, 0.0], [-0.3, 0.4, 0.4], [0.1, -0.2, 0.1], [0.7, -0.8, -0.2], [0.4, -1.0, -0.5], [0.0, 0.8, 0.1]],
  "total_energy_ha": -626.76667,
  "lumo_ha": 0.0329,
  "smiles": "CC/N=C/NS",
  "homo_lumo_gap_ev": 9.98,
  "max_force_ev_per_a": 2.1,
  "e_above_lowest_ev": 1.541,
  "homo_ev": -9.08,
  "charge": 0
}